A molecular structure, C42H58N7O4RuS2Si in a non-equilibrium geometry. Source: OMol25; level of theory: ωB97M-V/def2-TZVPD.

Summary:
LUMO level (alpha / beta) (eV): 0.5 / 0.3
Molecular weight (Da): 918.3
Total charge: 0
Relative energy (zero: lowest compared OMol25 entry of this formula, charge and spin) (eV): 0.195
Frontier orbital gap (alpha / beta) (eV): 5.083 / 6.570
<S²>: 8.775
Multiplicity: 6
Strongest force on any atom (eV/Å): 1.6

```
115
Properties=species:S:1:pos:R:3:mulliken_charge:R:1
Ru 0.1464 -0.1358 0.1413 2.14
S -1.8909 -0.8513 1.6142 -0.84
S 0.7578 -1.3483 3.4690 -0.23
Si -3.1220 0.4581 0.5456 -0.94
O -4.4598 -0.2604 -0.0644 -1.05
O 1.4348 6.4342 3.2376 -0.40
O -2.0805 0.9784 -0.6269 2.43
O -3.5978 1.8400 1.2569 0.49
N 2.2921 -0.8965 -0.6035 1.03
N 0.0509 1.6983 1.6823 -0.20
N 0.2536 4.0480 2.3720 0.30
N 3.5876 -1.8911 2.6610 -0.12
N -0.4397 -2.0982 -1.2177 0.72
N 1.4242 -1.1997 1.9442 0.16
N 0.2739 1.5431 -2.0209 2.39
C 1.5542 2.3681 -3.9623 1.09
C 2.6426 3.0682 -4.4631 -0.98
C -4.5312 2.1533 2.2702 1.63
C -2.7179 1.2945 -2.9092 -1.36
C 4.0435 -0.7783 -2.2332 -1.07
C 4.1482 -3.2426 4.5647 -0.63
C 2.5221 -3.6734 6.2750 -0.64
C -4.2309 3.5990 2.6848 -1.84
C 2.7186 -0.7419 -1.8456 -0.45
C -0.7653 2.5546 -1.8116 -0.99
C 1.9237 -2.3470 4.3584 0.82
C 3.2200 -2.4940 3.8465 -0.20
C 1.5821 -2.9465 5.5588 -0.69
C 0.5046 1.9132 -4.9359 -1.39
C -3.1220 3.1013 -1.2614 -2.07
C -2.1800 1.9578 -1.6335 1.90
C 0.1736 4.4250 3.7708 -0.67
C -4.3512 1.2276 3.4702 -1.43
C 1.3712 5.3227 4.1041 -0.66
C 0.3725 5.1678 1.4584 -0.28
C 3.2121 -1.1706 0.3857 0.55
C 0.1251 2.8075 1.9917 -0.28
C 2.7026 -1.4201 1.6888 -0.11
C -0.1728 -3.2043 -0.5224 -0.58
C -0.9533 -3.4621 -3.1120 -0.93
C 2.4564 2.6170 -1.7374 0.37
C -3.8541 -2.5165 -0.7365 -1.44
C 3.6149 3.5714 -3.6221 -0.82
C -0.6678 -4.6126 -2.3902 -0.50
C 2.4294 2.3802 -0.2643 0.43
C 3.8073 -3.8211 5.7757 -0.56
C 5.0049 -1.0072 -1.2308 -0.79
C 4.5948 -1.2084 0.0556 -1.13
C -5.1004 -2.0911 1.3816 -1.56
C -4.8858 -1.6194 -0.0562 1.86
C -0.8188 -2.2387 -2.4837 -0.38
C 1.4440 2.1568 -2.5816 -0.33
C -5.9517 2.0412 1.7140 -1.44
C -0.2689 -4.4732 -1.0669 -0.95
C -6.2060 -1.6628 -0.8293 -1.90
C 1.5689 6.0264 1.8960 -0.67
C 3.5273 3.3207 -2.2690 -0.86
H 0.0392 0.9733 -4.6458 0.03
H -1.2645 -3.5107 -4.1445 0.49
H -2.8185 3.5366 -0.3161 0.23
H -3.6530 -2.1651 -1.7448 0.33
H -1.0333 -1.3272 -3.0264 0.00
H 6.0569 -1.0286 -1.4766 0.40
H -0.2746 2.6742 -5.0179 0.26
H 4.2946 3.6705 -1.5937 0.51
H 4.5456 -4.3971 6.3189 0.37
H -5.8738 -1.4979 1.8624 0.34
H -4.1735 -1.9817 1.9383 0.16
H 1.7265 1.5725 -0.0139 -1.21
H 0.1227 -3.0532 0.5100 0.40
H 0.5135 4.8133 0.4346 0.22
H -6.5673 -2.6855 -0.8872 0.40
H 2.5020 5.4531 1.7664 0.30
H -6.0612 -1.2809 -1.8354 0.37
H -4.2183 -3.5392 -0.7846 0.70
H -0.5404 5.7790 1.5043 0.31
H -4.6306 0.2137 3.2041 0.16
H 2.3011 4.7372 4.0337 0.33
H 4.4354 4.1502 -4.0157 0.43
H 4.3369 -0.6260 -3.2581 0.50
H -4.1305 2.7198 -1.1504 0.40
H -6.6824 2.2271 2.4969 0.45
H 1.2741 5.7294 5.1112 0.37
H -2.9278 -2.4983 -0.1694 0.03
H -3.3061 1.2179 3.7659 0.25
H 5.1473 -3.3618 4.1655 0.36
H -4.9603 1.5621 4.3059 0.55
H 4.5041 -2.1519 2.3357 0.06
H -6.1000 1.0454 1.3088 0.14
H 3.4233 2.1132 0.0913 0.62
H -2.8957 2.0293 -3.6917 0.28
H -6.9527 -1.0498 -0.3332 0.38
H -0.7954 3.2773 -2.6449 0.59
H 0.1834 3.5276 4.3909 0.46
H 5.3343 -1.3558 0.8307 0.46
H 0.5751 -2.8374 5.9291 0.44
H -0.5165 3.0994 -0.8952 -0.71
H -0.0268 -5.3384 -0.4684 0.49
H -3.2046 3.6637 3.0362 0.30
H 2.7065 3.2397 -5.5268 0.46
H -4.3513 4.2664 1.8355 0.34
H -4.8997 3.9165 3.4799 0.45
H -0.7422 -5.5863 -2.8516 0.41
H 1.9448 -0.5818 -2.5862 0.20
H -3.1073 3.8628 -2.0375 0.57
H 1.6227 6.9403 1.3013 0.37
H 2.2560 -4.1296 7.2165 0.37
H -5.3973 -3.1356 1.3930 0.54
H -2.0454 0.5273 -3.2868 0.13
H -6.1006 2.7611 0.9130 0.30
H -0.0906 0.8520 -2.6740 -1.05
H 0.9470 1.7734 -5.9200 0.53
H -0.7569 4.9823 3.9475 0.31
H -3.6581 0.8105 -2.6564 0.31
H 2.1321 3.2918 0.2554 -0.14
```

A molecular structure, C42H59InN2O4SeSi in a non-equilibrium geometry. Source: OMol25; level of theory: ωB97M-V/def2-TZVPD.

Summary:
LUMO level (alpha / beta) (eV): -1.7 / -1.6
Molecular weight (Da): 877.8
Total charge: 0
Relative energy (zero: lowest compared OMol25 entry of this formula, charge and spin) (eV): 0.000
Frontier orbital gap (alpha / beta) (eV): 5.332 / 5.242
Strongest force on any atom (eV/Å): 2.1

```
110
Properties=species:S:1:pos:R:3:mulliken_charge:R:1
In 1.0494 0.1045 1.3128 1.23
Se 2.0432 -0.3767 -1.5250 0.33
Si 2.5222 -2.1884 5.1496 0.67
O 1.8012 -1.6455 3.7116 -0.06
O 1.1181 2.0732 0.0974 -0.99
O 0.4621 -1.1217 3.7265 0.26
O -0.4421 -1.1451 0.0824 -0.19
N 0.2172 -0.5682 4.9178 -0.46
N 2.0233 1.9050 3.1194 0.27
C -3.0030 -2.5761 0.4609 -1.62
C 1.0464 1.1549 -2.0787 0.04
C 2.8579 -0.8384 6.4311 -0.89
C -0.3197 2.5250 -5.3757 2.09
C -1.5337 0.6578 3.7158 0.25
C -0.4013 3.2906 -2.9591 -0.16
C -0.2724 -1.9344 -0.9319 1.41
C 3.0571 1.8532 3.9537 -0.66
C 0.6788 1.2259 -3.4183 -0.23
C -1.9692 -3.6205 0.0098 2.69
C -1.4727 3.6696 0.4164 -1.36
C 0.7951 -2.4262 -3.0995 -0.26
C -0.0173 2.3165 -3.8945 -0.95
C -2.7411 -4.8827 -0.3878 -2.45
C 3.3113 2.8437 4.8882 -0.63
C 0.7073 2.1487 -1.1342 0.86
C -2.4227 1.7125 3.7493 -0.67
C -1.8269 2.7338 -5.5839 -1.71
C 1.5030 -3.5935 5.8690 -1.17
C 0.7221 -1.7052 -1.9148 -0.96
C -1.0423 -3.9892 1.1824 -1.54
C -1.8983 2.1092 6.0710 -0.52
C -0.2123 -4.1217 -4.7227 1.94
C -0.7636 0.3508 4.8621 -0.37
C -1.3835 5.4159 -1.3381 -2.42
C -2.6134 2.4411 4.9184 -0.65
C -0.5698 4.3203 -0.6443 2.75
C 1.2053 2.9527 3.1754 -0.11
C 0.4427 3.7692 -5.8589 -1.70
C 1.3759 3.9873 4.0800 -1.16
C 0.1031 -5.6141 -4.5400 -1.70
C 0.1174 1.3307 -6.2261 -2.14
C -1.0203 -3.7521 -2.3441 -0.07
C -1.6322 -3.9675 -5.2903 -1.59
C 2.4505 3.9290 4.9543 -0.28
C -0.1339 -3.4100 -3.3766 -0.63
C 0.7669 -3.5390 -5.7445 -1.97
C -0.9830 1.0844 6.0518 -0.33
C 4.1186 -2.7924 4.3555 -1.14
C -1.0849 -3.1023 -1.1287 -0.96
C -0.0976 3.2347 -1.6160 -0.61
C 0.6452 5.0006 0.0096 -1.65
H 2.2755 -1.0213 7.3355 0.34
H -2.0397 2.8964 -6.6431 0.49
H -3.6608 -2.3149 -0.3709 0.34
H -1.7015 6.1477 -0.5927 0.45
H -1.6253 -4.3954 2.0135 0.46
H -1.4296 0.0613 2.8177 0.47
H 1.1398 -4.2434 5.0708 0.31
H -0.3228 -4.7464 0.8639 0.34
H 0.3966 2.9625 2.4541 0.54
H 0.2782 3.9250 -6.9281 0.45
H 0.3180 5.7634 0.7225 0.42
H -3.3279 3.2529 4.9416 0.42
H -0.6036 -6.0832 -3.8544 0.31
H 1.5836 -2.1883 -3.8011 0.51
H 4.8503 -3.0418 5.1264 0.38
H 0.5975 -2.4698 -5.8859 0.26
H -2.2789 5.0153 -1.8170 0.41
H 1.1975 1.1818 -6.1771 0.36
H 4.5549 -2.0334 3.7046 0.30
H -3.6135 -2.9862 1.2702 0.49
H 2.5640 0.1357 6.0472 0.09
H -1.8833 -2.9112 -5.4028 0.31
H 1.2676 4.2760 0.5276 0.25
H -0.4975 -3.1153 1.5389 0.13
H -0.1499 1.5077 -7.2694 0.50
H 0.1112 4.6640 -5.3306 0.35
H 1.1085 -5.7423 -4.1356 0.34
H 0.6851 4.8188 4.0950 0.51
H 2.6185 4.7257 5.6671 0.43
H -3.3109 -5.2311 0.4754 0.47
H 2.1009 -4.2002 6.5523 0.40
H 3.6899 0.9766 3.8665 0.55
H 0.6393 -3.2210 6.4214 0.28
H 1.5134 3.6495 -5.6855 0.34
H -0.7861 5.9408 -2.0858 0.43
H 4.1640 2.7591 5.5478 0.44
H 1.2512 5.4882 -0.7568 0.38
H -2.3752 -4.4266 -4.6378 0.31
H -0.3919 0.8388 6.9242 0.46
H -2.5131 -1.6745 0.8127 0.03
H -2.1930 3.5998 -5.0324 0.30
H -2.9855 1.9594 2.8578 0.44
H 1.8034 -3.6964 -5.4407 0.37
H -2.3797 1.8550 -5.2476 0.36
H 0.9720 0.4156 -4.0719 0.40
H 0.6215 -4.0341 -6.7063 0.45
H 3.9130 -0.7897 6.7106 0.35
H -1.6892 -4.5855 -2.5161 0.40
H -1.6999 -4.4462 -6.2702 0.48
H -2.3814 3.2853 -0.0518 0.37
H -1.7555 4.4035 1.1774 0.47
H -2.0578 2.6697 6.9827 0.40
H -0.9670 2.8352 0.9006 -0.08
H -2.0681 -5.6863 -0.6923 0.43
H 0.0449 -6.1357 -5.4986 0.46
H -0.9701 4.1343 -3.3255 0.39
H -0.3808 0.4146 -5.9016 0.41
H 3.9425 -3.6891 3.7604 0.29
H -3.4476 -4.6795 -1.1951 0.42
```

Which value of relative energy (zero: lowest compared OMol25 entry of this formula, charge and spin) does entry 2 give? 0.000 eV